100
Properties=species:S:1:pos:R:3:lowdin_charge:R:1 method="wB97M-V/def2-TZVPD" lumo_ev="-3.601 / -3.601" max_force_ev_per_a=3.83 mol_weight_g_mol=1030.91 e_tot_ev=-263979.7940 total_charge=+1 multiplicity=5 e_above_lowest_kcal_mol=77.05
Fe 1.0374 -1.2319 -0.9587 0.7433
C 3.7567 3.5325 4.5723 -0.0560
C 2.5298 2.6022 4.7611 -0.1936
N 1.9124 2.0355 3.5800 -0.0209
C 2.5295 0.9174 2.9992 0.0904
C 1.9614 0.2863 1.9345 -0.0207
C 3.0091 -0.5532 1.2439 -0.5303
O 4.0760 -0.8206 1.7968 0.0427
O 2.7616 -0.9858 -0.0059 -0.1908
C 0.7637 0.7099 1.3283 -0.2954
O 0.1593 0.1602 0.3682 -0.0353
C 0.1099 1.7853 1.9667 -0.0553
C -1.0747 2.2949 1.4201 0.1171
C -1.8643 3.1508 2.1807 -0.1974
F -3.1033 3.3095 1.6958 0.0760
C -1.4577 3.7138 3.3948 -0.1557
C -0.1067 3.4794 3.6783 0.0386
C 0.6556 2.4715 3.0961 -0.0886
N -2.3196 4.5540 4.1000 -0.0613
C -3.2531 5.4432 3.3471 -0.1071
C -3.4074 6.7751 4.0922 -0.0797
N -2.0356 7.3271 4.6145 0.0852
C -1.4832 6.4130 5.6766 -0.0861
C -2.0409 4.9892 5.4638 -0.1422
H 3.8263 4.2179 5.4081 0.0628
H 3.7277 4.1601 3.6509 0.0934
H 4.7050 3.0087 4.6523 0.0727
H 1.7519 3.1386 5.3517 0.1096
H 2.8325 1.7870 5.3771 0.1130
H 3.4343 0.6522 3.5138 0.1490
H -1.3905 1.9514 0.4657 0.1344
H 0.3605 4.1172 4.3989 0.0910
H -4.2857 5.0792 3.2508 0.1403
H -2.8079 5.7207 2.3590 0.1482
H -4.0966 6.8018 4.9865 0.1508
H -3.8471 7.5578 3.4336 0.1444
H -2.2446 8.2241 5.0210 0.1654
H -1.4380 7.4769 3.7867 0.1937
H -1.7438 6.8016 6.6656 0.1418
H -0.4032 6.3112 5.6057 0.1248
H -3.0035 5.0075 5.9981 0.1259
H -1.3714 4.2921 6.0181 0.1495
Cl 3.3271 -3.0992 -2.4869 0.7170
C 2.3497 -3.5282 -3.9167 -0.5960
C 3.1671 -3.9724 -4.8973 -0.1471
C 2.6163 -4.6964 -5.9805 -0.0552
C 1.2346 -4.9375 -5.9994 -0.0536
C 0.4067 -4.3416 -5.0093 -0.0834
C 0.9353 -3.5997 -3.9748 -0.3861
P -0.0348 -3.2233 -2.5287 1.0589
C -1.5116 -2.3453 -3.0432 -0.3337
C -2.4743 -1.9500 -2.0818 -0.1141
C -3.5776 -1.2165 -2.4503 -0.1044
C -3.9133 -1.1223 -3.7482 -0.0976
C -3.0099 -1.4641 -4.7482 -0.0509
C -1.8432 -2.1174 -4.4105 -0.0641
C -0.2958 -4.9241 -1.9298 -0.3411
C -1.6028 -5.1749 -1.5124 -0.0978
C -1.9550 -6.4579 -1.0838 -0.1039
C -1.0177 -7.4513 -0.9868 -0.0983
C 0.3567 -7.1370 -1.1502 -0.0593
C 0.7196 -5.8817 -1.7061 -0.0593
H 4.2847 -3.8576 -4.8470 0.1204
H 3.3575 -5.2391 -6.5890 0.1135
H 0.8689 -5.6279 -6.7358 0.0958
H -0.6953 -4.6063 -4.9434 0.1376
H -2.3394 -2.1968 -1.0259 0.0833
H -4.2396 -0.8049 -1.6534 0.1222
H -4.8419 -0.7170 -4.0580 0.0973
H -3.3065 -1.2780 -5.7670 0.1100
H -1.1300 -2.2355 -5.1672 0.0784
H -2.3312 -4.3402 -1.5077 0.0916
H -2.9939 -6.6602 -0.8470 0.1034
H -1.3164 -8.5084 -0.6214 0.1343
H 1.0984 -7.9179 -1.0287 0.0986
H 1.7032 -5.6135 -2.0104 0.0824
Br 0.6632 -5.9056 3.9128 0.7870
C 0.6060 -4.6218 2.5508 -0.6773
C -0.5023 -3.8224 2.2740 -0.1008
C -0.4329 -2.9476 1.2427 -0.1444
N 0.6810 -2.7092 0.5486 -0.0184
C 1.8093 -3.4485 0.8267 -0.0923
C 1.7723 -4.4713 1.7647 -0.0830
H -1.4835 -4.0217 2.7243 0.1198
H -1.3645 -2.5017 0.9218 0.1069
H 2.6797 -3.1738 0.1985 0.0859
H 2.6625 -5.1051 1.8358 0.1173
Br 1.3514 4.8508 -6.7787 0.6995
C 1.2343 3.7413 -5.2221 -0.6270
C 1.3177 4.4529 -3.9771 -0.2335
N 1.1084 3.8528 -2.8685 0.0475
C 0.8678 2.5371 -2.8446 -0.0716
C 0.8715 1.6875 -3.9582 -0.0910
C 1.1256 2.3494 -5.1793 -0.0278
C 0.8775 0.1988 -3.9571 -0.5794
O 0.9387 -0.3765 -5.0594 0.0281
O 0.7230 -0.3980 -2.8334 -0.1446
H 1.5282 5.5571 -3.9622 0.1097
H 0.7534 2.1197 -1.9079 0.0757
H 1.0947 1.7352 -6.0953 0.1272